The following is a quantum chemistry calculation of a molecular structure, C44H48N10O5SSc, from the Open Molecules 2025 dataset.

Each line ends with the Mulliken charge.
CARTESIAN COORDINATES (ANGSTROEM)
Sc 0.6975 0.4256 1.0501  -1.558
C 4.7116 -0.4393 0.7728  0.093
C 4.7093 0.7562 -0.1844  -0.584
C 3.3894 1.5264 -0.3054  -1.460
N 2.2389 0.6619 -0.5508  1.236
C 2.0745 0.1127 -1.7310  0.874
C 2.8613 0.4462 -2.8666  -1.010
C 2.9270 -0.0932 -4.1393  -0.593
C 2.2884 -1.1960 -4.6832  -0.880
C 1.3183 -1.9596 -4.0351  -0.501
C 0.7057 -1.7755 -2.8181  -0.692
C 0.8733 -0.7770 -1.8130  0.930
N 0.0118 -0.5761 -0.8520  1.201
C -1.2806 -1.2389 -0.9035  -1.416
C -1.3148 -2.5194 -0.0702  0.021
C -1.2446 -2.1988 1.4203  -1.775
N 0.0112 -1.5814 1.8202  0.109
C 0.8994 -2.3348 2.4382  1.352
C 0.8082 -3.7495 2.5006  -0.899
C 1.4739 -4.6881 3.2612  -0.634
C 2.4277 -4.5220 4.2527  -0.654
C 3.0060 -3.3126 4.5973  -0.416
C 2.8719 -2.0629 4.0225  -1.196
C 2.0665 -1.5824 2.9635  1.541
N 2.2147 -0.3852 2.4281  0.637
C 3.3752 0.4189 2.8126  -1.420
C 4.7015 -0.1195 2.2673  -1.039
H 5.6133 -1.0237 0.5651  0.715
H 3.8646 -1.1022 0.5646  -0.526
H 5.0028 0.3979 -1.1774  0.362
H 5.4859 1.4650 0.1220  0.481
H 3.4840 2.2851 -1.0912  0.431
H 3.1851 2.0800 0.6064  0.527
H 3.5229 1.2878 -2.7134  0.285
H 3.6208 0.4173 -4.8020  0.320
H 2.5468 -1.4741 -5.6981  0.387
H 0.9628 -2.8261 -4.5864  0.339
H -0.0279 -2.5307 -2.5712  0.244
H -1.5784 -1.4322 -1.9396  0.922
H -2.0243 -0.5360 -0.5043  -0.688
H -0.4796 -3.1677 -0.3528  0.066
H -2.2479 -3.0555 -0.2728  0.789
H -1.4568 -3.0904 2.0141  0.517
H -2.0490 -1.5002 1.6554  0.514
H 0.1083 -4.1824 1.7993  0.263
H 1.1792 -5.7138 3.0602  0.359
H 2.7565 -5.4053 4.7857  0.324
H 3.7151 -3.3505 5.4192  0.348
H 3.5094 -1.3112 4.4664  0.276
H 3.4405 0.5181 3.9020  0.556
H 3.2020 1.4277 2.4539  0.387
H 4.9679 -1.0380 2.7954  0.442
H 5.4839 0.6128 2.4951  0.454
O -3.6302 4.5972 5.0835  -0.737
C -4.0777 3.7298 4.3198  0.437
O -5.2440 3.4362 3.9948  -0.724
C -2.9974 2.8463 3.6359  -0.065
C -3.3834 1.7870 2.8263  -1.225
C -2.4243 1.0615 2.1521  0.926
N -1.1205 1.3390 2.2170  0.845
C -0.7400 2.3575 3.0101  0.923
C -1.6365 3.1084 3.7483  -1.148
C 0.7343 2.7093 2.9115  -0.076
O 1.2858 3.3655 3.7713  -0.759
O 1.2587 2.2588 1.8154  -0.254
H -4.4407 1.5777 2.7305  0.683
H -2.7121 0.2646 1.4802  -0.458
H -1.2916 3.9251 4.3671  0.609
C -4.9492 -1.4218 -1.1481  -1.527
C -5.0662 0.0747 -1.2570  0.495
C -5.0392 0.8821 -0.1248  -0.228
C -5.1283 2.2627 -0.2172  -0.498
C -5.2227 2.8607 -1.4668  0.225
N -5.3123 4.2748 -1.5982  -0.106
C -4.6519 5.2005 -0.8173  0.181
O -5.1228 6.2954 -0.5852  -0.695
N -3.4291 4.8050 -0.3093  0.022
C -2.4894 3.9506 -0.9133  -0.184
C -2.3866 3.8028 -2.2881  -0.345
C -1.4128 2.9592 -2.7874  -1.520
C -0.5765 2.2951 -1.9062  -0.226
N -0.6617 2.4265 -0.5811  0.546
C -1.6028 3.2415 -0.1082  -0.397
C -5.2561 2.0689 -2.6074  -0.350
C -5.1900 0.6895 -2.4995  -0.797
H -5.0951 -1.7555 -0.1204  0.329
H -3.9600 -1.7545 -1.4688  0.105
H -5.6834 -1.9235 -1.7799  0.550
H -4.9811 0.4241 0.8555  0.434
H -5.1300 2.8709 0.6801  0.620
H -6.1616 4.6512 -1.9889  0.243
H -3.1119 5.3869 0.4511  0.264
H -3.0546 4.3430 -2.9460  0.539
H -1.2947 2.8184 -3.8535  0.544
H 0.1969 1.6385 -2.2784  0.440
H -1.6633 3.3589 0.9671  0.451
H -5.3251 2.5431 -3.5791  0.395
H -5.2196 0.0810 -3.3962  0.401
C 3.8889 -4.5498 -4.0388  -0.906
N 3.1415 -4.6033 -2.8030  0.021
C 3.2448 -3.7048 -1.8023  0.093
N 4.0368 -2.6374 -2.0412  -0.358
S 2.4644 -3.9216 -0.3393  -0.323
H 3.6691 -5.4430 -4.6187  0.365
H 4.9658 -4.5144 -3.8537  0.306
H 3.6062 -3.6806 -4.6386  0.195
H 2.5960 -5.4164 -2.5790  0.264
H 4.1741 -2.3156 -2.9873  0.291
H 4.0019 -1.9149 -1.3399  -0.197

Properties
Energy relative to the best compared isomer or geometry (same formula, charge and spin) in eV: 0.000
Charge: -1
Kohn-Sham gap in eV: 6.80
Molecular weight in g mol⁻¹: 873.96
Calculated total energy in eV: -103090.068
LUMO energy in eV: 1.8